Record 1
{
  "formula": "C12H15F6NO9PS2",
  "method": "ωB97M-V/def2-TZVPD",
  "charge": -1,
  "gap_ev": 7.5,
  "e_lumo_ev": 0.98,
  "homo_energy_ev": -6.491,
  "mol_weight_g_mol": 526.35,
  "elements": ["C", "C", "O", "C", "C", "O", "C", "C", "P", "C", "C", "C", "O", "O", "C", "O", "H", "H", "H", "H", "H", "H", "H", "H", "H", "H", "H", "H", "H", "H", "H", "C", "F", "F", "F", "S", "O", "O", "N", "S", "O", "O", "C", "F", "F", "F"],
  "positions_angstrom": [[3.565, -2.502, 0.783], [3.145, -1.498, -0.289], [1.894, -0.915, -0.032], [0.781, -1.612, -0.514], [0.113, -2.389, 0.609], [-1.321, -2.458, 0.448], [-1.733, -2.903, -0.738], [-2.682, -2.362, -1.511], [-3.737, -0.889, -1.313], [-4.848, -1.402, 0.074], [-2.670, 0.455, -0.646], [-2.792, -3.227, -2.712], [-3.511, -3.110, -3.671], [-1.880, -4.273, -2.591], [-1.234, -4.158, -1.384], [-0.449, -4.990, -0.979], [3.334, -3.522, 0.500], [3.062, -2.262, 1.712], [4.632, -2.446, 0.963], [3.864, -0.688, -0.305], [3.182, -1.967, -1.270], [0.086, -0.866, -0.886], [1.039, -2.257, -1.351], [0.293, -1.881, 1.541], [0.531, -3.387, 0.662], [-5.831, -1.561, -0.341], [-4.492, -2.329, 0.509], [-4.876, -0.664, 0.865], [-1.630, 0.373, -0.920], [-3.045, 1.370, -1.082], [-2.770, 0.554, 0.428], [2.671, 6.123, 0.498], [2.747, 7.310, -0.097], [3.723, 5.401, 0.110], [2.767, 6.317, 1.815], [1.085, 5.305, 0.048], [1.154, 5.138, -1.376], [0.067, 6.182, 0.552], [1.329, 3.989, 0.897], [0.222, 2.859, 0.893], [0.077, 2.137, -0.342], [-0.988, 3.172, 1.601], [1.119, 1.695, 1.996], [1.345, 2.217, 3.203], [2.285, 1.325, 1.477], [0.377, 0.595, 2.165]],
  "forces_ev_per_a": [[-0.033, 0.013, -0.174], [0.484, -0.159, 0.370], [0.061, -0.075, -0.306], [-0.294, 0.420, 0.113], [0.313, -0.376, -0.078], [0.010, -0.080, -0.252], [0.050, 0.348, 0.146], [-0.075, -0.059, 0.299], [-0.430, 0.549, -0.928], [0.635, -0.301, -0.046], [-0.446, -0.413, 0.274], [-1.015, 0.588, -0.745], [1.056, -0.446, 1.076], [0.188, -0.328, 0.020], [1.024, -1.297, 0.266], [-1.150, 1.304, -0.634], [-0.174, -0.237, 0.031], [-0.086, 0.046, 0.230], [0.250, -0.023, 0.005], [0.037, 0.335, 0.010], [-0.160, -0.025, -0.274], [-0.207, 0.203, -0.039], [0.148, -0.208, -0.173], [-0.159, 0.247, 0.235], [-0.091, -0.300, 0.146], [-0.359, 0.001, 0.034], [-0.017, -0.196, 0.179], [-0.067, 0.298, 0.062], [0.254, -0.051, -0.029], [-0.031, 0.260, -0.155], [0.264, -0.063, 0.283], [0.077, -0.234, 0.165], [-0.060, 0.271, -0.180], [0.111, -0.080, -0.065], [-0.008, 0.035, 0.150], [0.170, 0.180, -0.012], [0.065, -0.147, -0.050], [-0.054, -0.034, 0.158], [-0.643, 0.010, -0.372], [0.171, -0.124, 0.143], [0.098, 0.000, -0.114], [-0.061, 0.097, 0.082], [0.233, 0.073, 0.001], [-0.010, 0.086, 0.092], [0.200, 0.110, 0.040], [-0.271, -0.217, 0.017]]
}

---

Record 2
{
  "formula": "C12H15N2O8S3",
  "method": "ωB97M-V/def2-TZVPD",
  "charge": -1,
  "gap_ev": 8.1,
  "e_lumo_ev": 2.17,
  "homo_energy_ev": -5.900,
  "mol_weight_g_mol": 411.46,
  "elements": ["C", "C", "C", "S", "O", "O", "N", "S", "O", "O", "N", "C", "S", "H", "H", "H", "O", "C", "O", "C", "C", "C", "H", "H", "H", "H", "H", "H", "O", "C", "O", "C", "C", "C", "H", "H", "H", "H", "H", "H"],
  "positions_angstrom": [[1.567, -5.500, -1.097], [0.956, -4.493, -0.884], [0.246, -3.269, -0.601], [-0.927, -2.871, -1.911], [-0.188, -3.025, -3.138], [-1.387, -1.534, -1.633], [-2.081, -3.984, -1.921], [-2.902, -4.225, -0.594], [-2.153, -4.825, 0.475], [-3.823, -3.196, -0.227], [-3.916, -5.524, -1.181], [-3.406, -6.357, -1.889], [-2.807, -7.455, -2.818], [2.155, -6.378, -1.184], [-0.232, -3.309, 0.372], [0.934, -2.429, -0.599], [1.160, -0.796, 1.111], [1.727, 0.053, 0.491], [1.739, 0.071, -0.860], [2.562, 1.141, -1.346], [2.626, 2.139, -0.195], [2.536, 1.224, 1.023], [3.544, 0.737, -1.604], [2.103, 1.545, -2.245], [3.514, 2.767, -0.219], [1.755, 2.793, -0.225], [3.512, 0.855, 1.344], [2.028, 1.683, 1.867], [1.701, 4.821, 1.676], [0.512, 4.731, 1.576], [-0.124, 4.891, 0.392], [-1.549, 4.813, 0.572], [-1.746, 4.041, 1.871], [-0.505, 4.449, 2.667], [-1.942, 5.831, 0.629], [-1.980, 4.317, -0.294], [-2.689, 4.266, 2.363], [-1.717, 2.969, 1.671], [-0.658, 5.367, 3.237], [-0.143, 3.667, 3.328]],
  "forces_ev_per_a": [[0.205, -0.080, 0.214], [0.084, -0.239, 0.089], [0.002, 0.005, -0.163], [0.283, 0.303, -0.732], [-0.032, -0.184, -0.081], [-0.279, -0.028, 0.428], [0.181, 0.213, 0.628], [-0.365, -0.027, -0.212], [0.106, -0.063, 0.074], [-0.150, 0.090, -0.030], [0.491, 0.051, -0.030], [-0.392, 0.158, 0.167], [0.100, -0.315, -0.220], [-0.062, -0.091, -0.173], [-0.228, 0.023, 0.010], [-0.026, 0.131, -0.070], [0.048, 0.110, 0.146], [0.064, -0.094, 0.106], [0.051, -0.024, -0.086], [0.009, 0.072, 0.047], [0.054, 0.030, 0.043], [-0.196, 0.239, -0.289], [0.005, -0.022, 0.028], [-0.067, -0.074, -0.008], [0.016, -0.017, -0.005], [0.021, 0.031, -0.033], [-0.013, -0.026, 0.043], [0.076, -0.097, 0.114], [0.029, -0.025, 0.004], [0.029, 0.068, 0.117], [-0.014, -0.004, -0.043], [-0.140, -0.049, 0.035], [0.098, -0.002, 0.066], [-0.204, -0.224, -0.250], [0.011, 0.010, 0.021], [0.089, -0.004, -0.049], [0.003, 0.059, -0.014], [-0.021, -0.006, -0.017], [0.036, -0.003, 0.038], [0.099, 0.105, 0.088]]
}

---

Record 3
{
  "formula": "C12H15N2TeTl",
  "method": "ωB97M-V/def2-TZVPD",
  "charge": 2,
  "gap_ev": [6.2, 5.9],
  "e_lumo_ev": [-9.06, -8.70],
  "homo_energy_ev": [-15.304, -14.613],
  "de_lowest_kj_mol": 7.8,
  "mol_weight_g_mol": 519.25,
  "elements": ["Tl", "N", "C", "C", "C", "N", "H", "H", "H", "H", "C", "C", "C", "C", "C", "C", "Te", "C", "C", "C", "H", "H", "H", "H", "H", "H", "H", "H", "H", "H", "H"],
  "positions_angstrom": [[-6.182, 0.265, 0.741], [-4.214, -1.152, 3.385], [-4.065, -0.720, 4.649], [-4.006, 0.655, 4.602], [-4.126, 0.965, 3.246], [-4.247, -0.137, 2.497], [-4.257, -2.108, 3.072], [-4.025, -1.405, 5.480], [-3.897, 1.330, 5.432], [-4.100, 1.938, 2.776], [4.728, -0.009, -2.859], [3.358, -0.006, -2.283], [2.603, -1.196, -2.199], [1.358, -1.219, -1.632], [0.558, -2.486, -1.580], [0.837, 0.005, -1.108], [-0.911, -0.041, -0.072], [1.546, 1.237, -1.248], [0.988, 2.555, -0.790], [2.790, 1.195, -1.821], [5.042, -0.997, -3.183], [5.442, 0.367, -2.121], [4.785, 0.681, -3.706], [3.022, -2.108, -2.603], [1.119, -3.317, -2.000], [-0.365, -2.384, -2.158], [0.291, -2.757, -0.554], [-0.043, 2.493, -0.435], [1.014, 3.270, -1.612], [1.599, 2.969, 0.013], [3.353, 2.116, -1.929]],
  "forces_ev_per_a": [[-0.060, -0.021, 0.040], [-0.038, -0.019, 0.057], [-0.038, -0.001, -0.029], [-0.008, 0.029, 0.002], [0.105, -0.029, -0.005], [-0.100, 0.037, -0.025], [-0.012, 0.009, -0.008], [0.044, -0.009, -0.023], [0.017, 0.004, -0.016], [-0.053, 0.002, 0.025], [0.012, 0.062, -0.016], [-0.061, -0.015, 0.021], [0.062, 0.049, -0.044], [-0.030, -0.110, -0.007], [-0.029, 0.030, 0.022], [-0.065, 0.014, 0.019], [0.139, -0.010, -0.071], [0.027, 0.112, 0.021], [0.141, -0.025, -0.004], [0.022, -0.007, -0.048], [-0.008, 0.001, -0.001], [-0.010, -0.030, 0.014], [-0.028, -0.023, -0.010], [0.009, -0.007, 0.033], [-0.003, -0.016, 0.012], [0.014, -0.007, -0.007], [0.039, 0.005, 0.002], [-0.002, 0.013, -0.015], [-0.063, 0.003, -0.001], [-0.036, -0.028, 0.042], [0.013, -0.013, 0.016]]
}

---

Record 4
{
  "formula": "C12H15N3OS",
  "method": "ωB97M-V/def2-TZVPD",
  "gap_ev": 8.6,
  "e_lumo_ev": 0.47,
  "homo_energy_ev": -8.125,
  "de_lowest_kj_mol": 204.7,
  "smiles": "CCCCOc1cccc(-c2nnc(N)s2)c1",
  "mol_weight_g_mol": 249.34,
  "elements": ["C", "C", "C", "C", "O", "C", "C", "C", "C", "C", "C", "H", "C", "N", "N", "C", "N", "H", "H", "S", "H", "H", "H", "H", "H", "H", "H", "H", "H", "H", "H", "H"],
  "positions_angstrom": [[4.749, 2.432, 1.302], [4.000, 1.174, 1.728], [2.943, 0.733, 0.718], [1.797, 1.739, 0.582], [0.750, 1.259, -0.236], [-0.132, 0.347, 0.253], [-0.164, -0.135, 1.559], [-1.137, -1.051, 1.933], [-2.079, -1.500, 1.034], [-2.055, -1.020, -0.279], [-1.084, -0.105, -0.659], [-1.048, 0.279, -1.667], [-3.048, -1.487, -1.217], [-3.978, -2.331, -0.947], [-4.792, -2.620, -1.948], [-4.505, -1.998, -3.045], [-5.148, -2.181, -4.218], [-5.053, -1.477, -4.929], [-6.028, -2.668, -4.166], [-3.111, -0.927, -2.904], [-2.837, -2.212, 1.316], [-1.149, -1.416, 2.949], [0.554, 0.192, 2.294], [1.417, 2.029, 1.570], [2.144, 2.640, 0.070], [2.529, -0.230, 1.028], [3.402, 0.591, -0.262], [4.718, 0.360, 1.852], [3.526, 1.345, 2.698], [4.084, 3.291, 1.271], [5.186, 2.297, 0.316], [5.549, 2.648, 2.005]],
  "forces_ev_per_a": [[-0.076, -0.166, 0.169], [-0.014, 0.002, -0.228], [-0.228, 0.110, 0.151], [0.422, -0.055, 0.146], [-0.222, -0.101, -0.195], [-0.165, -0.123, 0.038], [0.257, 0.257, -0.073], [-0.093, -0.050, -0.075], [-0.022, 0.012, -0.082], [0.619, 0.289, 0.615], [-0.025, -0.079, 0.124], [0.055, 0.080, -0.101], [-0.334, 0.131, -1.060], [0.852, 0.239, 1.242], [-1.160, -0.515, -1.103], [0.932, 0.613, 0.265], [-0.206, -0.055, -0.495], [-0.114, -0.069, 0.043], [-0.014, 0.029, -0.009], [-0.543, -0.637, 0.496], [-0.066, -0.069, 0.049], [-0.002, -0.029, 0.077], [0.100, 0.052, 0.025], [0.003, 0.019, -0.068], [-0.057, -0.053, 0.148], [0.001, -0.004, -0.066], [-0.013, -0.047, -0.048], [-0.040, -0.005, 0.093], [0.014, -0.077, 0.075], [-0.011, 0.158, -0.036], [0.069, 0.037, -0.129], [0.081, 0.107, 0.012]]
}

---

Record 5
{
  "formula": "C12H15NOSe",
  "method": "ωB97M-V/def2-TZVPD",
  "gap_ev": [7.2, 7.2],
  "e_lumo_ev": [-0.74, -0.74],
  "homo_energy_ev": [-7.957, -7.956],
  "de_lowest_kj_mol": 184.7,
  "mol_weight_g_mol": 268.22,
  "elements": ["C", "C", "C", "C", "C", "C", "C", "C", "C", "C", "C", "C", "N", "O", "Se", "H", "H", "H", "H", "H", "H", "H", "H", "H", "H", "H", "H", "H", "H", "H"],
  "positions_angstrom": [[2.365, 2.814, 0.789], [2.423, 1.913, 1.816], [2.218, 2.483, -0.553], [2.303, 0.560, 1.505], [2.169, 1.169, -0.845], [2.207, 0.174, 0.169], [-1.301, 0.368, 0.324], [-2.530, 1.124, -0.302], [-2.939, 0.226, -1.379], [-1.888, -0.974, -1.442], [-0.136, -3.531, 0.401], [0.487, -2.194, 0.653], [-1.035, -0.628, -0.393], [-0.694, 0.879, 1.245], [1.958, -1.687, -0.353], [2.274, 3.880, 0.980], [2.415, 2.193, 2.793], [2.101, 3.382, -1.215], [2.564, -0.291, 2.295], [2.104, 0.661, -1.830], [-3.269, 1.122, 0.478], [-2.400, 2.196, -0.646], [-3.956, -0.092, -1.185], [-3.008, 0.692, -2.384], [-2.386, -1.882, -1.232], [-1.326, -1.124, -2.409], [0.604, -4.270, 0.679], [-0.457, -3.799, -0.624], [-1.067, -3.682, 1.105], [0.199, -1.682, 1.559]],
  "forces_ev_per_a": [[-0.716, 1.482, -0.092], [-0.506, -1.582, -2.356], [0.103, 1.991, 0.387], [1.723, -2.548, 0.892], [-0.226, -3.780, -1.201], [-0.275, 0.892, 0.533], [-1.447, 4.778, 0.003], [0.779, 1.196, 0.629], [-0.793, -1.087, -3.116], [-0.651, 1.293, -0.851], [-1.885, -0.315, 1.229], [-1.730, 1.402, -1.954], [3.347, -4.968, 0.074], [0.881, -0.154, 1.855], [0.326, 0.384, 0.468], [0.355, -0.109, 0.415], [0.278, 0.931, 2.601], [0.225, -1.546, 0.112], [-1.129, 2.072, -1.529], [-0.162, 1.244, 0.204], [-0.399, 0.318, 0.468], [0.451, -1.265, 0.721], [-0.147, -0.708, -0.138], [0.195, -0.032, 0.538], [-0.684, -1.305, 0.087], [-0.670, 0.491, 0.719], [0.214, -0.436, 0.213], [0.342, 0.677, 0.389], [1.854, 0.357, -1.371], [0.346, 0.328, 0.071]]
}

---

Record 6
{
  "formula": "C12H16AlCl6CsFLiN2O6S",
  "method": "ωB97M-V/def2-TZVPD",
  "gap_ev": 2.3,
  "e_lumo_ev": -2.99,
  "homo_energy_ev": -5.298,
  "mol_weight_g_mol": 714.88,
  "elements": ["C", "C", "C", "C", "N", "N", "C", "S", "C", "H", "H", "H", "H", "H", "F", "Al", "O", "C", "C", "O", "H", "H", "H", "H", "Cl", "O", "H", "H", "Li", "C", "Cl", "Cl", "Cl", "H", "C", "O", "O", "O", "Cs", "Cl", "C", "C", "Cl", "H", "H", "H", "H"],
  "positions_angstrom": [[1.190, -3.763, -2.201], [1.510, -3.301, -1.133], [1.451, -2.560, 0.157], [1.588, -3.195, 1.384], [1.512, -2.464, 2.475], [1.309, -1.163, 2.569], [1.177, -0.534, 1.420], [0.889, 1.204, 1.451], [1.239, -1.175, 0.167], [0.834, -4.145, -3.182], [1.761, -4.255, 1.463], [1.605, -2.949, 3.359], [-0.446, 1.244, 1.142], [1.139, -0.625, -0.749], [0.509, 2.160, -0.967], [0.820, 1.443, -2.686], [-1.913, 3.052, 1.688], [-1.811, 3.763, 0.656], [-2.521, 5.322, 0.900], [-2.428, 5.983, -0.178], [-2.324, 3.376, -0.268], [-0.793, 3.985, 0.292], [-2.000, 5.713, 1.789], [-3.545, 5.109, 1.276], [3.418, 2.349, 2.216], [-0.094, 6.655, 2.180], [-0.220, 7.288, 1.466], [0.758, 6.889, 2.561], [-2.367, 1.880, -0.672], [2.638, 2.375, 5.811], [1.967, 0.969, 5.019], [1.666, 2.838, 7.221], [4.318, 2.094, 6.289], [2.623, 3.194, 5.102], [-1.738, -1.791, 3.482], [-1.284, -2.213, 4.564], [-1.959, -2.554, 2.466], [-1.991, -0.558, 3.245], [-1.050, -4.413, -1.249], [-3.005, -4.445, -7.814], [-1.274, -4.493, -8.229], [-0.427, -4.932, -7.064], [-0.405, -3.709, -5.757], [-0.985, -3.507, -8.583], [-1.161, -5.200, -9.048], [0.603, -5.070, -7.386], [-0.783, -5.868, -6.644]],
  "forces_ev_per_a": [[1.936, 0.306, -1.833], [0.239, 1.332, 1.120], [0.382, -0.863, -1.619], [-0.060, 0.172, -0.834], [0.315, -0.952, 0.462], [0.029, 0.204, 0.280], [-1.120, 0.810, -0.836], [0.241, 0.600, 1.109], [-0.018, -0.680, 0.745], [1.053, 0.518, 1.127], [0.037, -0.079, 0.297], [-0.237, 0.316, 0.316], [0.121, -0.945, 0.058], [0.061, 0.204, -0.061], [-0.385, -0.712, -3.659], [-0.161, 1.200, 2.494], [-0.557, 0.106, -0.559], [2.428, -3.038, 0.087], [-1.998, 3.708, 0.983], [0.190, -0.763, 0.031], [-1.002, 1.328, -0.314], [-0.049, 0.851, 0.446], [0.945, -0.657, -0.338], [-0.043, -0.867, -0.677], [0.372, -0.026, -0.096], [0.086, 0.214, -0.037], [-0.027, -0.043, -0.054], [0.036, -0.133, 0.055], [0.430, -0.738, 0.696], [0.038, -0.096, -0.205], [-0.161, -0.130, 0.207], [-0.004, 0.051, 0.029], [0.015, 0.044, 0.036], [0.076, -0.030, -0.065], [-0.179, 0.659, -1.007], [0.187, -0.101, -0.034], [0.397, -0.690, -0.463], [0.203, -0.082, 0.444], [-3.837, -0.983, 1.541], [0.001, 0.024, 0.025], [-0.038, 0.045, -0.081], [0.123, -0.215, -0.126], [-0.002, 0.003, 0.152], [-0.023, 0.031, 0.049], [0.023, -0.056, 0.041], [0.018, 0.098, 0.002], [-0.084, 0.053, 0.064]]
}